42
Properties=species:S:1:pos:R:3:forces:R:3 method="wB97M-V/def2-TZVPD" charge=0 orbital_gap_ha=0.2778 de_lowest_kj_mol=2177.5
O 4.257586 -2.592410 -0.513860 -2.2718 2.9384 1.5725
C 3.413959 -1.838942 0.076432 -0.5373 -7.9568 -2.6574
N 2.047390 -2.216902 0.159992 9.4581 1.0082 -1.5250
H 1.578296 -1.643653 0.691923 -4.2161 2.6709 2.8721
C 1.753468 -3.202760 -0.654666 -6.8344 -7.4664 -1.5724
H 2.471296 -3.985350 -0.998031 0.2054 1.7718 0.3101
H 1.087174 -4.111269 0.201715 1.1408 2.3549 -2.7690
C 0.728328 -2.731516 -1.845618 0.6260 -0.3806 3.9444
C -0.459610 -1.974265 -1.281637 -1.9773 0.8233 5.1417
H -0.299671 -0.842774 -1.154071 -0.3088 -1.6947 -0.6978
C -1.768591 -2.510046 -2.193932 10.4306 5.4177 -0.5266
H -2.606987 -2.375894 -1.792060 -6.7523 0.2588 3.3955
C -1.073258 -3.679875 -2.433560 -7.6505 -10.9416 -2.3893
H -1.730669 -4.215768 -3.378359 2.3013 0.9011 1.8956
O 0.224112 -3.747928 -2.638787 1.4423 0.1108 -0.3866
H -1.520968 -4.604447 -1.523237 1.5242 2.5805 -1.9657
H -1.524553 -1.711543 -2.878196 -0.9532 -0.1306 -1.5827
H -0.673531 -2.331545 -0.071120 0.5876 0.7430 -3.2174
H 1.210741 -2.061646 -2.439142 2.1118 1.7971 -1.7749
C 3.843729 -0.792485 0.859210 -0.3083 3.2753 -0.6509
H 4.578178 -0.968311 1.549863 0.8883 -0.8526 2.6776
H 4.420025 -0.283818 0.146308 0.4809 1.9572 -1.1442
O 2.716148 -0.018489 1.323542 3.0809 -2.3515 3.7208
C 2.051654 0.642669 0.564653 -2.9936 7.3511 -11.8452
O 2.241868 0.876340 -1.007726 -0.5238 -2.1272 8.8679
C 0.986671 1.606064 1.165177 11.1753 -11.8463 11.3509
C 0.253605 2.267720 0.552261 -13.2932 7.5973 -5.2604
C -1.088786 2.982161 0.980163 10.4514 2.0520 6.5969
C -0.583825 3.884037 2.084734 -12.5816 1.7698 -2.7576
C -1.608803 4.813252 2.620632 -0.8622 -6.7848 -6.1941
C -3.014159 4.651433 2.064798 3.6087 2.7391 5.4523
C -3.208661 3.720782 1.145544 -8.2229 2.0699 0.4181
C -2.348671 2.849943 0.727678 3.9956 -1.5578 -1.6235
N -2.576651 1.827025 -0.127175 -10.8527 -0.5006 -3.9293
O -3.735248 1.841710 -0.622311 -1.5730 3.2049 0.2232
O -2.103569 0.823958 -0.399450 8.4281 -5.3226 0.6487
H -4.278170 3.621913 0.808129 1.2691 -0.2294 0.2622
H -3.775289 5.167724 2.785254 0.9509 -0.7857 -2.4245
H -1.360249 5.526857 3.237245 1.0440 3.5985 3.5396
H 0.340204 3.934487 2.264136 7.1130 0.4213 1.6009
H 0.124707 2.153382 -0.422135 0.9729 -0.3281 -4.6890
H 1.010780 1.250177 2.365685 -0.5742 1.8446 -2.9078

44
Properties=species:S:1:pos:R:3:forces:R:3 method="wB97M-V/def2-TZVPD" charge=0 orbital_gap_ha=0.3180
Na 1.427089 -0.338268 -3.186327 -1.2885 -1.6098 -1.3483
N -2.911444 -4.913499 0.837351 -0.0767 -0.3450 0.0034
C -2.496200 -3.631684 0.920826 -0.0670 -0.1087 0.0564
O -2.956312 -2.858515 1.733095 0.0061 0.1913 0.1017
C -1.464712 -3.188943 -0.077314 0.3218 0.4320 -0.2809
C -1.187488 -1.825191 -0.119603 -0.1443 -0.2693 0.0478
C -0.339195 -1.333012 -1.094036 -0.2555 -0.0160 0.3063
N 0.252114 -2.112198 -1.993339 0.2234 0.1782 -0.2434
C 0.039200 -3.418201 -1.915895 -0.0236 -0.3596 -0.0981
C -0.805123 -4.009088 -0.987873 -0.0939 0.2202 0.1121
H -3.634568 -5.212294 1.470110 0.0518 0.0169 0.0075
H -2.551182 -5.573924 0.175206 -0.0121 0.0541 -0.0187
H -1.656286 -1.173627 0.599128 -0.0436 0.0760 0.0016
H -0.137467 -0.273909 -1.167599 0.0206 0.2728 0.1165
H 0.557818 -4.022463 -2.648033 0.0105 -0.1054 -0.0086
H -0.930522 -5.080949 -0.998210 0.0177 -0.0791 -0.0541
C -3.304650 1.390147 -0.369859 0.0393 -0.0429 -0.0117
C -1.966687 1.756082 0.199319 0.0926 0.1744 -0.0018
C -1.097709 2.575530 -0.514982 -0.0645 -0.0781 0.1409
C 0.140310 2.915750 -0.002848 0.1107 0.1147 -0.0885
C 0.526060 2.421413 1.227087 0.5397 0.3232 0.1709
C -0.317278 1.605411 1.957698 -0.0335 -0.1266 0.1463
C -1.564341 1.284147 1.445988 0.1552 -0.0080 0.0653
S 2.112965 2.914347 1.907092 0.2053 -0.0366 0.6022
O 2.590766 4.036465 1.158872 -0.1543 -0.1318 -0.3582
O 1.998037 3.050735 3.331634 -0.2193 -0.2438 0.0713
N 3.159798 1.624046 1.699383 -0.4278 0.5810 0.3468
C 3.021491 0.858326 0.481644 -0.1669 -0.2959 -0.5385
C 3.420965 1.684516 -0.740192 -0.2002 -0.2528 -0.3922
C 2.682990 1.065358 -1.926555 0.9964 0.7693 0.8270
O 3.268751 0.199283 -2.600289 1.6759 -0.4305 -0.1458
O 1.486638 1.377775 -2.108902 -1.0303 1.1536 0.4648
H -3.755493 2.240040 -0.878814 -0.0585 0.0150 -0.0084
H -3.980932 1.038545 0.405682 -0.0660 -0.0101 0.0176
H -3.190660 0.590491 -1.102698 -0.0569 -0.0768 -0.0712
H -1.389880 2.955404 -1.481320 -0.0572 0.0559 -0.1437
H 0.810456 3.562974 -0.544122 0.0158 0.0324 -0.1034
H -0.003134 1.249331 2.927653 -0.0374 -0.0348 0.1200
H -2.232558 0.664935 2.027488 -0.0881 -0.0649 0.0608
H 3.126104 1.062499 2.537212 -0.0398 -0.0170 0.1791
H 1.976987 0.516518 0.360742 0.2707 -0.0101 -0.0177
H 3.656329 -0.029135 0.548934 -0.0695 0.1112 0.1000
H 4.495027 1.634870 -0.901131 0.0296 0.0359 0.0350
H 3.123924 2.719966 -0.592201 -0.0074 -0.0543 -0.1683

42
Properties=species:S:1:pos:R:3:forces:R:3 method="wB97M-V/def2-TZVPD" charge=0 orbital_gap_ha=0.3548 de_lowest_kj_mol=99.1 smiles="CCCc1nnc(NC(=O)CN2C(=O)[C@@H]3[C@H](C2=O)[C@H]2C=C[C@@H]3C2)s1"
C -5.043624 -2.807311 0.323896 0.1614 0.1240 0.1298
C -4.009941 -1.698781 0.463548 -0.1869 -0.0908 -0.2223
C -3.934601 -0.845480 -0.808848 -0.0964 -0.2030 0.2868
C -2.929342 0.231606 -0.676078 -0.3012 0.5138 0.4196
N -1.834973 0.303737 -1.334883 -0.6225 -1.2972 -0.5933
N -1.068206 1.345795 -1.039830 0.8610 1.2770 0.1366
C -1.556079 2.105735 -0.120533 -1.0339 -0.5853 0.1447
N -0.993619 3.232102 0.392448 -0.4621 0.5985 0.3513
C 0.290389 3.725840 0.264142 0.1647 -0.0533 -0.1471
O 0.598792 4.722057 0.865147 0.0962 0.1224 -0.0062
C 1.215338 3.052162 -0.731494 0.3517 0.0713 -0.0949
N 1.491979 1.662947 -0.438330 0.2899 0.5474 0.0153
C 1.928210 0.801587 -1.434543 -0.1552 -0.1745 0.3345
O 2.182188 1.147435 -2.554290 0.0695 0.0820 -0.2963
C 2.040922 -0.576169 -0.826917 -0.0021 -0.1471 -0.2917
C 1.604807 -0.406027 0.631341 -0.1959 -0.0419 0.2293
C 1.250777 1.056463 0.769827 0.1006 -0.3899 -0.1639
O 0.828950 1.623290 1.746645 0.0519 0.0179 0.2993
C 2.885943 -0.778541 1.429150 -0.0165 0.1265 0.2176
C 3.072734 -2.256707 1.185931 0.1052 -0.0303 0.1257
C 3.448093 -2.409509 -0.077466 0.1509 -0.0504 -0.0361
C 3.520269 -1.036635 -0.700321 0.1033 0.0814 -0.2059
C 3.975002 -0.213048 0.510556 0.1711 0.0431 0.0430
S -3.122578 1.555100 0.476866 0.6891 -0.1776 -0.5532
H -5.082791 -3.403784 1.231878 -0.0716 -0.1073 0.0391
H -4.791689 -3.461884 -0.507225 -0.0222 -0.1011 -0.0832
H -6.031406 -2.388752 0.144878 -0.1362 -0.0101 -0.0296
H -3.027688 -2.134047 0.659452 0.0329 0.0870 0.0581
H -4.269107 -1.058303 1.309948 0.0819 -0.0227 0.0494
H -3.651462 -1.465451 -1.660890 -0.0216 0.0761 -0.0241
H -4.915276 -0.404662 -1.004410 -0.0261 -0.0628 -0.0873
H -1.531669 3.714038 1.104156 0.2365 -0.0260 -0.1425
H 0.765120 3.084850 -1.730275 0.0622 0.0176 0.1274
H 2.150371 3.623814 -0.740784 -0.2686 -0.0241 0.0067
H 1.447520 -1.280511 -1.409890 -0.0240 0.0967 0.0100
H 0.755479 -1.018043 0.937144 -0.0074 0.1001 -0.0457
H 2.869469 -0.447137 2.463419 -0.0042 0.0053 0.0180
H 2.867904 -3.015296 1.917892 -0.0866 -0.2378 0.0945
H 3.620849 -3.322181 -0.616128 -0.0370 -0.2586 -0.0735
H 4.087177 -0.942545 -1.621734 0.0074 0.0032 -0.0215
H 3.919629 0.864292 0.363928 -0.0056 0.1057 -0.0167
H 4.976146 -0.482050 0.842675 -0.0033 -0.0052 -0.0019

50
Properties=species:S:1:pos:R:3:forces:R:3 method="wB97M-V/def2-TZVPD" charge=-2 orbital_gap_ha=0.1507 de_lowest_kj_mol=155.9
Zn -0.323859 -2.007881 1.256604 0.2707 0.0811 0.0919
Se 0.591375 -3.659717 3.067866 0.0112 -0.2754 0.0889
Se -0.315273 -3.577546 5.178682 0.0033 0.2323 0.0165
Te -2.419923 -6.362460 2.209105 -0.0866 0.0243 0.0470
Se -1.161391 -4.277648 1.528204 -0.1846 -0.7211 -0.1231
C 0.467619 0.179841 4.258688 -0.0057 0.1497 -0.0034
C -0.210788 0.780414 3.063210 0.0382 -0.2346 0.1181
C -0.466157 2.138180 2.931311 0.0153 -0.0082 -0.0340
C -1.041887 2.589872 1.741432 0.0477 -0.0682 -0.0193
C -1.381881 1.711388 0.736764 0.0132 -0.2451 0.0181
C -1.154162 0.318700 0.938005 -0.1743 0.0629 0.1914
N -0.551482 -0.084685 2.107018 -0.0587 0.3924 -0.6916
N -1.450294 -0.709902 0.125037 0.4371 0.5656 0.2056
Si -2.251622 -0.663962 -1.390479 0.1243 0.0242 0.3075
C -2.487253 -2.418735 -1.906967 -0.0592 -0.3888 -0.2016
C -3.915687 0.180571 -1.232504 -0.2602 0.2189 0.0021
C -1.260138 0.234709 -2.698805 0.1925 0.1276 -0.2277
H 0.475219 0.881346 5.094547 0.0168 -0.0318 -0.0166
H 1.502836 -0.068559 4.008763 -0.0182 0.0138 -0.0086
H -0.016631 -0.753501 4.558804 0.0031 0.0280 0.0083
H -0.179667 2.823337 3.718115 -0.0173 -0.0275 -0.0278
H -1.211032 3.653453 1.599717 -0.0063 -0.0436 -0.0013
H -1.807214 2.059240 -0.196824 -0.0223 -0.0122 0.0663
H -3.128716 -2.946849 -1.194821 0.0496 -0.0026 -0.0577
H -1.524970 -2.943289 -1.929691 -0.1040 0.0302 0.0073
H -2.940361 -2.485313 -2.904689 0.0488 -0.0303 0.1237
H -4.324742 -0.019991 -0.237722 -0.0394 0.0060 -0.0821
H -4.623863 -0.195611 -1.979736 0.0552 0.0438 0.0602
H -3.845230 1.267876 -1.355528 -0.0246 -0.1162 0.0319
H -0.428730 -0.398534 -3.027743 -0.0552 0.0968 0.0057
H -0.835092 1.165468 -2.304687 -0.0288 -0.0624 -0.0618
H -1.864988 0.481717 -3.580088 0.0604 -0.0330 0.0889
O 2.680464 -2.821677 -1.600121 -0.2199 -0.0786 0.1400
C 2.050344 -2.131363 -0.800857 0.1583 0.1614 -0.2395
O 1.335204 -2.490433 0.177287 -0.0107 0.0198 0.0229
C 2.203973 -0.624482 -1.009854 -0.0898 0.0297 0.1380
C 2.294760 -0.125249 -2.301004 -0.0692 -0.2793 -0.1331
C 2.479212 1.223628 -2.491056 0.0186 0.2877 -0.4636
C 2.636296 2.108992 -1.446904 0.0625 0.2552 -0.0449
C 2.562802 1.581408 -0.179388 0.1444 0.3585 0.3858
C 2.321562 0.243173 0.065869 -0.0527 -0.1022 0.1815
N 2.795327 2.508383 0.970806 -0.3057 -0.2661 -0.5383
O 2.960984 3.688450 0.718088 0.0359 0.0008 0.0342
O 2.799204 2.029486 2.077778 0.0904 -0.0468 0.2398
N 2.540814 1.759952 -3.882033 0.0281 -0.2521 0.6429
O 2.354260 0.982421 -4.790655 -0.0234 -0.0081 -0.1721
O 2.784102 2.942997 -4.016656 -0.0057 0.1185 -0.1044
H 2.219017 -0.799843 -3.141936 0.0402 -0.0106 0.0341
H 2.824085 3.156659 -1.612737 -0.0333 0.0180 0.0021
H 2.243570 -0.124432 1.081786 -0.0099 -0.0021 -0.0484